Density functional theory data (ωB97M-V/def2-TZVPD) for 8 unconnected molecules or ions with the total composition C46H103F3O23 in a non-equilibrium geometry.

Spin multiplicity: 2
Total charge: -1
Frontier orbital gap (alpha / beta), eV: 2.51 / 7.47

```
175
C46H103F3O23, DFT ωB97M-V/def2-TZVPD
C -2.201 -0.269 -3.820
O -2.135 0.944 -4.587
C -1.971 2.084 -3.746
C -1.831 3.417 -4.501
O -0.654 3.349 -5.242
C -0.688 2.863 -6.639
C -1.034 3.932 -7.668
O 0.117 4.773 -7.733
C -0.024 5.848 -8.620
H -2.594 -1.118 -4.380
H -2.809 -0.090 -2.933
H -1.184 -0.547 -3.545
H -1.106 1.815 -3.138
H -2.799 2.355 -3.092
H -1.807 4.280 -3.836
H -2.726 3.513 -5.116
H -1.361 2.020 -6.797
H 0.261 2.454 -6.986
H -1.857 4.527 -7.272
H -1.430 3.668 -8.648
H 0.687 6.634 -8.365
H -0.989 6.350 -8.678
H 0.359 5.543 -9.594
C 0.056 -2.398 3.837
O 1.006 -2.681 2.804
C 0.878 -4.044 2.236
C 1.519 -5.238 3.021
O 2.942 -5.378 2.915
C 3.882 -4.269 2.994
C 5.104 -4.603 3.834
O 5.975 -5.515 3.299
C 6.996 -5.922 4.201
H -0.919 -2.788 3.547
H -0.058 -1.342 4.081
H 0.457 -2.697 4.805
H 1.513 -4.087 1.350
H -0.134 -4.219 1.871
H 1.015 -6.137 2.669
H 1.411 -5.194 4.105
H 3.500 -3.375 3.488
H 4.224 -3.992 1.997
H 4.745 -5.059 4.757
H 5.537 -3.647 4.131
H 7.819 -6.534 3.833
H 6.564 -6.464 5.042
H 7.492 -5.089 4.700
C 4.446 5.486 -0.257
O 3.988 4.415 0.606
C 4.328 4.553 1.989
C 4.398 3.140 2.681
O 5.068 3.187 3.928
C 5.291 1.919 4.554
C 5.692 2.210 6.069
O 4.659 3.031 6.784
C 4.860 4.419 6.579
H 4.719 5.126 -1.249
H 5.301 6.076 0.074
H 3.526 6.047 -0.415
H 3.655 5.262 2.469
H 5.291 5.063 1.967
H 4.938 2.418 2.069
H 3.420 2.666 2.766
H 5.990 1.297 3.995
H 4.340 1.387 4.594
H 6.651 2.726 6.118
H 5.810 1.245 6.563
H 4.318 4.964 7.352
H 4.395 4.750 5.651
H 5.877 4.802 6.492
C -8.729 -2.011 0.590
O -8.092 -2.742 1.600
C -6.942 -3.519 1.165
C -6.172 -4.034 2.385
O -6.644 -5.333 2.721
C -6.647 -5.793 4.072
C -6.345 -7.320 4.135
O -5.169 -7.802 3.572
C -5.296 -8.198 2.182
H -8.808 -2.560 -0.348
H -8.219 -1.176 0.110
H -9.706 -1.700 0.960
H -6.224 -2.906 0.619
H -7.122 -4.208 0.340
H -6.231 -3.305 3.193
H -5.138 -4.090 2.042
H -7.558 -5.559 4.623
H -5.886 -5.323 4.694
H -7.202 -7.787 3.649
H -6.385 -7.849 5.087
H -5.664 -7.467 1.461
H -5.944 -9.070 2.092
H -4.370 -8.575 1.748
C 4.290 -0.400 0.923
O 3.602 0.053 -0.260
C 4.059 1.292 -0.758
C 3.052 1.898 -1.690
O 2.578 0.993 -2.698
C 1.830 1.579 -3.737
C 2.859 1.751 -4.964
O 3.641 2.909 -4.583
C 4.622 3.160 -5.506
H 3.867 -1.385 1.120
H 4.035 0.253 1.758
H 5.365 -0.511 0.777
H 5.034 1.271 -1.243
H 4.058 2.083 -0.008
H 3.542 2.777 -2.111
H 2.198 2.163 -1.066
H 1.428 2.566 -3.507
H 1.077 0.884 -4.108
H 2.284 1.951 -5.868
H 3.438 0.837 -5.093
H 4.080 3.463 -6.402
H 5.383 2.454 -5.836
H 5.177 4.035 -5.165
C -6.085 8.974 2.444
O -5.322 7.789 2.220
C -5.505 6.768 3.223
C -4.401 5.683 3.057
O -4.280 5.310 1.676
C -3.150 4.503 1.326
C -2.927 3.203 2.109
O -4.058 2.376 1.955
C -3.961 0.973 2.556
H -5.863 9.425 3.411
H -7.142 8.712 2.381
H -6.023 9.614 1.563
H -6.524 6.402 3.094
H -5.417 7.288 4.178
H -4.693 4.844 3.689
H -3.423 6.072 3.337
H -2.234 5.053 1.544
H -3.124 4.287 0.258
H -2.551 3.527 3.079
H -2.069 2.657 1.715
H -2.957 0.549 2.590
H -4.437 0.273 1.870
H -4.544 0.940 3.477
C 4.130 -2.140 -3.807
O 3.831 -3.325 -3.041
C 3.132 -3.080 -1.825
C 1.623 -3.213 -2.032
O 1.316 -4.319 -2.877
C -0.030 -4.797 -2.880
C -0.747 -4.291 -4.149
O 0.293 -4.298 -5.184
C 0.087 -3.347 -6.242
H 3.226 -1.543 -3.925
H 4.495 -2.451 -4.786
H 4.946 -1.564 -3.368
H 3.542 -2.272 -1.218
H 3.403 -3.946 -1.221
H 1.204 -2.302 -2.461
H 1.234 -3.257 -1.015
H -0.503 -4.453 -1.961
H 0.075 -5.880 -2.824
H -1.055 -3.253 -4.018
H -1.629 -4.883 -4.394
H -0.977 -3.113 -6.300
H 0.369 -3.752 -7.213
H 0.730 -2.494 -6.025
C 0.758 0.989 1.131
C 0.121 0.170 0.006
O -1.034 -0.453 0.504
C -1.599 -1.611 -0.025
O -1.075 -2.188 -0.972
C -2.834 -2.219 0.712
F -3.024 -1.611 1.857
F -3.946 -2.147 0.046
F -2.545 -3.498 1.070
H 0.185 1.857 1.456
H 1.790 1.176 0.835
H 0.816 0.334 2.000
H 0.862 -0.493 -0.442
H -0.196 0.837 -0.796
```

Atom charges from the Löwdin analysis, given in e for atoms 1 to 8: number 1, C, carries -0.078; number 2, O, carries -0.199; number 3, C, carries -0.209; number 4, C, carries -0.196; number 5, O, carries -0.135; number 6, C, carries -0.134; number 7, C, carries -0.204; number 8, O, carries -0.178

---

Density functional theory data (ωB97M-V/def2-TZVPD) for 2 unconnected molecules or ions with the total composition C4H14NS2 in a non-equilibrium geometry.

Spin multiplicity: 1
Total charge: +1
Frontier orbital gap, eV: 9.42
Relative energy (zero: lowest compared OMol25 entry of this formula, charge and spin), kJ/mol: 102.38

```
21
C4H14NS2, DFT ωB97M-V/def2-TZVPD
C -0.777 -1.503 -0.341
C -1.454 -0.423 -1.133
S -1.730 -1.036 -2.915
N -0.862 -1.219 1.171
H 0.284 -1.640 -0.575
H -1.230 -2.479 -0.569
H -0.839 0.523 -1.286
H -2.481 -0.199 -0.788
H -1.174 0.058 -3.448
H -0.541 -2.049 1.659
H -1.831 -1.077 1.447
H -0.170 -0.416 1.415
C 2.745 1.588 0.570
S 1.055 1.157 1.092
C 1.358 1.208 2.893
H 3.383 0.675 0.656
H 3.209 2.332 1.252
H 2.692 1.944 -0.474
H 0.476 0.801 3.435
H 2.303 0.632 3.077
H 1.507 2.275 3.227
```

Atom charges from the Löwdin analysis, given in e for atoms 1 to 8: number 1, C, carries -0.256; number 2, C, carries -0.518; number 3, S, carries 0.716; number 4, N, carries 0.135; number 5, H, carries 0.127; number 6, H, carries 0.122; number 7, H, carries 0.080; number 8, H, carries 0.076

---

Density functional theory data (ωB97M-V/def2-TZVPD) for a molecular structure, C3H2O3 in a non-equilibrium geometry.

Spin multiplicity: 1
Frontier orbital gap, eV: 8.19
Relative energy (zero: lowest compared OMol25 entry of this formula, charge and spin), kJ/mol: 295.94

```
8
C3H2O3, DFT ωB97M-V/def2-TZVPD
C -0.744 0.965 0.723
C -0.104 -0.108 -0.164
C 0.926 -0.991 0.510
H -0.341 0.936 1.742
H 0.609 -1.294 1.779
O -1.578 1.782 0.349
O -0.417 -0.253 -1.327
O 1.902 -1.383 -0.264
```

In elementary charge units, the Löwdin charges are: number 1, C, carries -0.160; number 2, C, carries -0.334; number 3, C, carries -0.108; number 4, H, carries 0.110; number 5, H, carries 0.204; number 6, O, carries 0.097; number 7, O, carries 0.165; number 8, O, carries 0.026

---

Density functional theory data (ωB97M-V/def2-TZVPD) for 2 unconnected molecules or ions with the total composition C5H12O2.

Spin multiplicity: 1
Frontier orbital gap, eV: 8.60
Relative energy (zero: lowest compared OMol25 entry of this formula, charge and spin), kJ/mol: 471.42

```
19
C5H12O2, DFT ωB97M-V/def2-TZVPD
C -0.734 1.363 2.261
C -0.850 -0.248 0.779
C -0.068 0.363 -0.302
O 1.021 0.979 0.135
C 0.372 -1.054 -1.007
C 0.685 -0.723 -2.461
O 1.480 -1.488 -0.292
H -0.145 1.477 3.179
H -1.232 2.298 1.996
H -1.519 0.643 2.533
H -0.297 -0.932 1.420
H -1.922 -0.437 0.683
H -0.713 0.914 -1.014
H 0.136 1.249 1.479
H -0.394 -1.842 -0.964
H 1.379 0.123 -2.491
H 1.155 -1.590 -2.934
H -0.222 -0.462 -3.017
H 1.868 -0.632 0.018
```

Atom charges from the Löwdin analysis, given in e for atoms 1 to 8: number 1, C, carries -0.031; number 2, C, carries 0.118; number 3, C, carries -0.547; number 4, O, carries -0.187; number 5, C, carries -0.393; number 6, C, carries -0.042; number 7, O, carries -0.042; number 8, H, carries 0.068

---

Density functional theory data (ωB97M-V/def2-TZVPD) for a molecular structure, C9H19FINbO3PS2Tl in a non-equilibrium geometry.

Spin multiplicity: 1
Total charge: +2
Frontier orbital gap, eV: 3.51

```
38
C9H19FINbO3PS2Tl, DFT ωB97M-V/def2-TZVPD
C -1.217 3.238 2.036
C -0.989 1.839 2.495
C -1.713 0.487 1.932
Nb -0.922 -0.331 -0.033
S 0.824 1.444 -0.170
I -2.964 -2.360 0.208
C -0.322 -1.370 -1.953
C 0.776 -0.636 -2.900
C 2.354 -0.790 -2.363
F 0.441 0.756 -3.317
C 0.423 -1.781 1.181
C 1.847 -0.860 1.741
C 3.219 -1.844 2.115
O 3.075 -0.872 0.789
P -2.721 1.128 -1.212
O -2.557 2.826 -0.861
O -4.282 0.583 -0.562
S -2.817 0.818 -3.132
H -2.282 3.675 1.805
H -0.257 3.933 1.894
H -0.192 1.702 3.374
H -1.576 -0.347 2.771
H -2.873 0.709 1.879
H 1.390 1.798 1.060
H -1.299 -1.585 -2.601
H 0.111 -2.447 -1.687
H 0.781 -1.255 -3.924
H 2.773 0.195 -1.891
H 2.487 -1.749 -1.689
H 3.024 -0.994 -3.330
H -0.099 -2.120 2.174
H 0.864 -2.648 0.532
H 1.628 0.139 2.471
H 4.334 -1.612 1.935
H 3.235 -1.258 3.157
H -3.262 3.013 -0.158
H -4.422 0.949 0.360
Tl 3.178 -2.372 -4.124
```

Atom charges from the Löwdin analysis, given in e for atoms 1 to 8: number 1, C, carries 0.044; number 2, C, carries -0.215; number 3, C, carries -0.379; number 4, Nb, carries 1.057; number 5, S, carries 0.437; number 6, I, carries 0.428; number 7, C, carries -0.376; number 8, C, carries -0.367

---

Density functional theory data (ωB97M-V/def2-TZVPD) for a molecular structure, C20H54AsF6HgN2O2Sb2Si3.

Spin multiplicity: 1
Total charge: +1
Frontier orbital gap, eV: 8.54
Relative energy (zero: lowest compared OMol25 entry of this formula, charge and spin), kJ/mol: 44.45

```
91
C20H54AsF6HgN2O2Sb2Si3, DFT ωB97M-V/def2-TZVPD
Hg -0.272 0.394 0.101
C -5.219 -1.227 2.061
O -4.208 -0.570 2.853
C -3.273 0.073 2.168
O -3.232 0.190 0.963
N -2.363 0.625 3.030
N -1.114 1.022 2.531
H -5.855 -1.735 2.778
H -4.754 -1.938 1.385
H -5.793 -0.489 1.503
H -2.411 0.311 3.987
H -0.396 0.405 2.896
H -0.916 1.967 2.846
F -2.806 -2.451 -0.066
As -1.491 -3.209 0.768
F -1.261 -1.749 1.750
F -0.406 -2.445 -0.402
F -0.108 -3.868 1.581
F -1.593 -4.597 -0.232
F -2.566 -3.833 1.946
C -0.756 3.732 -2.584
C -1.355 2.429 -3.101
C -0.321 1.614 -3.871
Sb -2.216 1.277 -1.505
C -3.236 -0.349 -2.473
C -4.118 0.177 -3.600
C -2.265 -1.417 -2.965
C -3.661 2.625 -0.662
C -3.012 3.451 0.444
C -4.333 3.496 -1.717
H -0.326 4.297 -3.414
H 0.049 3.550 -1.867
H -1.493 4.373 -2.098
H -2.204 2.656 -3.753
H 0.509 1.311 -3.224
H 0.102 2.213 -4.681
H -0.743 0.713 -4.314
H -3.851 -0.754 -1.667
H -3.526 0.621 -4.403
H -4.852 0.910 -3.267
H -4.669 -0.660 -4.035
H -1.629 -1.043 -3.767
H -2.841 -2.249 -3.376
H -1.635 -1.813 -2.169
H -4.389 1.947 -0.219
H -2.244 4.124 0.055
H -2.561 2.811 1.201
H -3.768 4.070 0.932
H -3.625 4.139 -2.242
H -5.056 4.151 -1.225
H -4.877 2.913 -2.459
C 2.063 -4.186 -0.836
Si 2.911 -3.269 0.527
C 4.696 -2.942 0.078
C 2.809 -4.007 2.232
Sb 2.078 -0.805 0.804
Si 3.434 0.616 -0.864
C 3.110 -0.186 -2.525
C 5.260 0.726 -0.502
C 2.690 2.333 -0.802
Si 2.698 0.136 3.098
C 1.727 -0.908 4.316
C 2.185 1.938 3.078
C 4.523 0.002 3.445
H 2.700 -5.045 -1.073
H 1.977 -3.578 -1.738
H 1.076 -4.545 -0.561
H 5.221 -3.903 0.086
H 5.199 -2.289 0.793
H 4.803 -2.520 -0.922
H 2.961 -5.087 2.160
H 1.835 -3.847 2.688
H 3.590 -3.601 2.879
H 3.727 -1.079 -2.646
H 3.355 0.496 -3.343
H 2.066 -0.489 -2.639
H 5.752 -0.245 -0.549
H 5.448 1.154 0.484
H 5.732 1.380 -1.239
H 1.633 2.354 -1.075
H 3.226 2.976 -1.507
H 2.794 2.775 0.190
H 0.733 -1.193 3.964
H 1.631 -0.416 5.287
H 2.268 -1.844 4.475
H 1.243 2.138 2.563
H 2.959 2.524 2.577
H 2.107 2.314 4.101
H 4.852 -1.039 3.461
H 4.755 0.439 4.419
H 5.112 0.529 2.693
```

Atom charges from the Löwdin analysis, given in e for atoms 1 to 8: number 1, Hg, carries 0.703; number 2, C, carries -0.004; number 3, O, carries -0.001; number 4, C, carries -0.600; number 5, O, carries -0.055; number 6, N, carries 0.028; number 7, N, carries -0.007; number 8, H, carries 0.101

---

Density functional theory data (ωB97M-V/def2-TZVPD) for a molecular structure, C9H19BCl4F3N2O6S2 in a non-equilibrium geometry.

Spin multiplicity: 1
Total charge: -1
Frontier orbital gap, eV: 8.22

```
46
C9H19BCl4F3N2O6S2, DFT ωB97M-V/def2-TZVPD
C -5.706 -1.042 -1.519
N -4.473 -0.471 -0.887
C -4.769 0.727 -0.055
B -3.398 -0.220 -1.885
O -3.347 1.015 -2.641
S -2.104 -1.589 -2.097
O -2.206 -2.671 -1.057
O -2.400 -2.241 -3.444
N -0.570 -0.856 -2.232
S 0.150 -0.611 -0.709
O 1.011 0.638 -0.851
O -0.806 -0.354 0.424
C 1.322 -2.009 -0.431
C 1.138 -2.800 0.941
O -0.209 -3.101 1.296
C 1.971 -2.039 2.075
F 3.305 -2.543 1.987
F 1.553 -2.305 3.379
F 2.088 -0.652 1.845
H -6.634 -0.756 -0.914
H -5.785 -0.739 -2.614
H -5.667 -2.189 -1.494
H -5.824 1.130 -0.253
H -4.022 1.576 -0.230
H -4.722 0.435 1.049
H -2.838 1.678 -2.120
H 2.385 -1.581 -0.451
H 1.300 -2.783 -1.266
H 1.663 -3.810 0.804
H -0.507 -2.502 2.015
Cl -0.198 4.540 -3.823
C -0.299 5.258 -2.197
C -0.625 4.228 -1.135
Cl -2.286 3.604 -1.292
H -1.043 6.055 -2.224
H 0.674 5.707 -1.988
H -0.550 4.680 -0.145
H 0.060 3.379 -1.174
Cl 8.093 0.761 3.619
C 6.485 0.166 3.132
C 6.368 -1.338 3.261
Cl 7.379 -2.196 2.071
H 6.297 0.497 2.110
H 5.757 0.650 3.785
H 5.337 -1.645 3.079
H 6.654 -1.679 4.256
```

Atom charges from the Löwdin analysis, given in e for atoms 1 to 8: number 1, C, carries -0.087; number 2, N, carries -0.150; number 3, C, carries -0.096; number 4, B, carries -0.528; number 5, O, carries 0.028; number 6, S, carries 0.624; number 7, O, carries -0.394; number 8, O, carries -0.408

---

Density functional theory data (ωB97M-V/def2-TZVPD) for a single C15H13NO6 molecule in a non-equilibrium geometry.

Spin multiplicity: 1
Frontier orbital gap, eV: 7.42
Structure (SMILES): CCn1c(C(=O)CC(=O)C(=O)O)cc2cc3c(cc21)OCO3

```
35
C15H13NO6, DFT ωB97M-V/def2-TZVPD
O 2.795 -2.672 -2.978
O 1.240 -5.528 -2.008
O -1.507 -3.919 -0.987
O 3.863 -4.380 -1.976
O 1.252 3.580 1.329
O -0.203 2.903 3.044
C 2.757 -3.754 -2.428
C 1.412 -4.359 -2.286
C -0.576 -3.164 -1.284
C 0.524 -0.898 -0.932
C -0.331 -1.898 -0.502
C 1.129 1.451 0.051
C -0.699 0.645 2.115
C 0.797 2.316 1.119
C -0.091 1.913 2.134
C 0.476 0.199 0.019
C -0.424 -0.197 1.008
N -0.908 -1.504 0.702
C 0.738 3.939 2.637
C 0.140 -3.547 -2.594
C -3.368 -1.510 0.819
C -2.040 -2.118 1.391
H 4.616 -3.771 -2.140
H 1.083 -0.830 -1.863
H 1.821 1.757 -0.734
H -1.336 0.353 2.971
H 1.576 4.035 3.364
H 0.213 4.903 2.513
H 0.387 -2.660 -3.175
H -0.491 -4.143 -3.225
H -4.249 -1.927 1.355
H -3.375 -0.430 0.898
H -3.377 -1.713 -0.254
H -2.003 -3.207 1.286
H -1.959 -1.891 2.465
```

Atom charges from the Löwdin analysis, given in e for atoms 1 to 8: number 1, O, carries 0.114; number 2, O, carries 0.156; number 3, O, carries 0.071; number 4, O, carries 0.139; number 5, O, carries 0.018; number 6, O, carries 0.027; number 7, C, carries -0.428; number 8, C, carries -0.270

---

| no. | E (eV) |
| --- | --- |
| 1 | -104599.1852 |
| 2 | -27528.6526 |
| 3 | -9282.4592 |
| 4 | -9470.2498 |
| 5 | -63770.4723 |
| 6 | -146719.5319 |
| 7 | -105496.0674 |
| 8 | -29539.7664 |